[1]
{"formula": "C6H13NO2S", "method": "ωB97M-V with the def2-TZVPD basis set", "lumo_ha": 0.020, "gap_ev": 9.4, "e_above_lowest_kcal_mol": 119.24, "energy_ha": -839.652988, "multiplicity": 1, "species": ["C", "C", "C", "C", "C", "C", "H", "H", "H", "H", "H", "H", "H", "H", "H", "H", "H", "H", "H", "N", "O", "O", "S"], "positions_angstrom": [[-1.0611, 1.9810, 1.4283], [-0.6016, 0.2057, -0.7342], [-1.1543, -1.1174, -0.1435], [0.2425, -2.0278, -0.0470], [1.3694, -1.1434, -0.5796], [0.7440, 0.3211, -0.5568], [-1.1997, 1.0197, 1.9706], [-1.7521, 2.7965, 2.0111], [0.1261, 2.1374, 1.5022], [-0.8667, 0.0339, -1.8132], [-1.6773, -1.6490, -0.9634], [-2.7018, -0.5668, 0.7363], [0.2576, -2.8407, -0.9270], [0.4175, -2.4579, 1.0499], [1.5453, -1.2075, -1.6138], [2.3876, -1.0907, 1.0454], [0.8118, 0.6127, 0.4523], [2.3302, 2.1564, -0.7868], [0.4942, 2.1976, -1.4420], [1.3979, 1.3592, -1.4229], [-1.9164, -0.9756, 1.0048], [2.5472, -1.2378, 0.0453], [-1.7404, 1.4935, -0.2158]]}


[2]
{"formula": "C6H13NO2Si", "method": "ωB97M-V with the def2-TZVPD basis set", "lumo_ha": 0.028, "gap_ev": 10.6, "e_above_lowest_kcal_mol": 26.96, "energy_ha": -731.180713, "smiles": "CO[Si](C)(OC)[C@@H](C)C#N", "multiplicity": 1, "species": ["C", "C", "C", "C", "C", "C", "N", "O", "O", "Si", "H", "H", "H", "H", "H", "H", "H", "H", "H", "H", "H", "H", "H"], "positions_angstrom": [[-0.4108, 1.4329, -2.0418], [0.1257, -0.8573, -2.6297], [1.9665, -1.3780, 1.7052], [-0.4002, 2.1520, 1.7612], [-1.7884, -0.8643, 0.3947], [0.3683, 0.3165, -1.6570], [-1.0879, 2.3827, -2.2095], [1.1054, -1.2969, 0.5604], [0.2541, 1.0060, 1.2634], [-0.0545, -0.1311, 0.2123], [-0.7610, -0.8338, -3.2151], [0.7934, -0.9909, -3.4213], [0.0464, -1.7902, -2.2204], [1.3252, -1.2338, 2.5925], [2.6969, -0.4737, 1.7994], [2.4560, -2.3435, 1.7518], [-0.4658, 2.9524, 0.9938], [0.2014, 2.7984, 2.5285], [-1.4496, 2.0109, 2.0933], [-2.0707, -1.3842, -0.5332], [-1.6840, -1.6904, 1.1582], [-2.5602, -0.2514, 0.7496], [1.3936, 0.4678, -1.6365]]}


[3]
{"formula": "C6H13NO3", "method": "ωB97M-V with the def2-TZVPD basis set", "lumo_ha": 0.014, "gap_ev": 9.7, "e_above_lowest_kcal_mol": 79.14, "energy_ha": -516.812974, "multiplicity": 1, "species": ["C", "C", "C", "C", "C", "C", "N", "O", "O", "O", "H", "H", "H", "H", "H", "H", "H", "H", "H", "H", "H", "H", "H"], "positions_angstrom": [[0.7250, -0.9276, -1.6794], [-1.6614, -0.2052, -0.5695], [-0.6391, 0.4855, 1.4774], [-0.4248, 2.0088, -0.4790], [0.8713, -0.0457, -0.3963], [-0.4929, 0.5531, 0.0236], [1.2110, -1.7770, 1.1411], [0.7149, -2.1179, -1.8937], [0.6599, 0.0395, -2.4318], [1.9707, 0.5784, -0.2434], [-2.5795, -0.0473, 0.1695], [-1.5964, -1.3140, -0.7075], [-2.1274, 0.2836, -1.4758], [-1.2271, -0.4068, 1.8381], [-1.0519, 1.4256, 1.8696], [0.2860, 0.5359, 2.0629], [-1.3117, 2.5189, -0.2237], [-0.2149, 1.9313, -1.5248], [0.4996, 2.3951, 0.0112], [0.4417, -1.9481, 1.8121], [1.2467, -2.2572, 0.2207], [2.0490, -1.8610, 1.7501], [2.6512, 0.1522, -0.7513]]}


[4]
{"formula": "C6H13NO4", "method": "ωB97M-V with the def2-TZVPD basis set", "lumo_ha": 0.022, "gap_ev": 9.9, "e_above_lowest_kcal_mol": 40.55, "energy_ha": -592.069816, "smiles": "OC[C@H]1NC[C@H](O)[C@@H](O)[C@@H]1O", "multiplicity": 1, "species": ["C", "C", "C", "C", "C", "C", "H", "H", "H", "H", "H", "H", "H", "H", "H", "H", "H", "H", "H", "N", "O", "O", "O", "O"], "positions_angstrom": [[-1.9810, -0.5806, -0.4884], [-0.8155, -0.7878, 0.3751], [1.1990, -0.8860, -1.1454], [1.7071, 0.4398, -0.5955], [0.6246, 1.2873, 0.1188], [-0.2735, 0.4158, 1.0536], [-3.5275, 0.6531, -0.4393], [-1.6103, -0.1693, -1.4473], [-2.3854, -1.6448, -0.6620], [-1.2822, -1.3314, 1.1593], [0.8212, -2.0091, 0.5655], [0.6971, -0.6488, -2.0497], [2.0434, -1.5514, -1.3021], [2.1153, 1.0962, -1.4673], [2.3627, -0.3302, 1.0070], [1.1379, 2.1549, 0.6534], [-1.1735, 1.6412, -0.6653], [-1.0025, 1.1698, 1.3663], [0.9223, 0.5814, 2.6146], [0.2627, -1.6585, -0.3387], [-2.9088, 0.3249, 0.2112], [2.8540, 0.0968, 0.2658], [-0.2411, 1.8760, -0.8812], [0.4539, -0.1393, 2.0914]]}


[5]
{"formula": "C6H13NO4S", "method": "ωB97M-V with the def2-TZVPD basis set", "lumo_ha": 0.022, "gap_ev": 9.8, "e_above_lowest_kcal_mol": 63.59, "energy_ha": -990.207638, "smiles": "CCO/C=C(/[C@H](N)O)S(C)(=O)=O", "multiplicity": 1, "species": ["C", "C", "C", "C", "C", "C", "N", "O", "O", "O", "O", "S", "H", "H", "H", "H", "H", "H", "H", "H", "H", "H", "H", "H", "H"], "positions_angstrom": [[0.4208, 0.8088, -0.6779], [-0.8694, 0.5666, -0.4420], [3.1021, -0.3706, 1.0521], [-0.7398, -2.3934, -0.9588], [2.7261, 0.1062, -0.4242], [-1.8856, 1.7478, -0.2337], [-2.1980, 1.8369, 1.1545], [-0.7945, -1.1928, 1.4821], [-2.7540, -1.1926, -0.0189], [-2.9759, 1.6309, -1.0889], [1.3223, -0.1741, -0.5301], [-1.3373, -1.0478, 0.1539], [0.8473, 1.8109, -0.7532], [2.8618, -1.4920, 1.1680], [4.1839, -0.1904, 1.4077], [2.4278, 0.2246, 1.6535], [-1.4376, -2.8728, -1.4823], [0.0664, -2.1206, -1.4977], [-0.4723, -3.0215, -0.1871], [3.2027, -0.2763, -1.3441], [2.7700, 1.1553, -0.2945], [-1.2358, 2.5944, -0.6485], [-1.3936, 2.0601, 1.7510], [-2.4021, 0.9369, 1.4529], [-3.4350, 0.8654, -0.6938]]}


[6]
{"formula": "C6H13NOS", "method": "ωB97M-V with the def2-TZVPD basis set", "lumo_ha": 0.024, "gap_ev": 9.1, "e_above_lowest_kcal_mol": 75.41, "energy_ha": -764.497130, "smiles": "CC(C)(C)SO.C1=NC1", "multiplicity": 1, "species": ["C", "C", "C", "C", "C", "C", "N", "O", "S", "H", "H", "H", "H", "H", "H", "H", "H", "H", "H", "H", "H", "H"], "positions_angstrom": [[-2.0145, -2.0506, 2.3228], [-3.0458, -1.7034, 1.3649], [-0.0339, 1.7187, 0.2968], [2.2253, 1.2086, -0.6757], [0.1446, 0.6230, -1.9673], [0.7677, 0.7759, -0.5880], [-2.3271, -0.7297, 1.6789], [1.4506, -1.8534, -0.8177], [0.6706, -0.8570, 0.2692], [-2.2633, -2.1513, 3.3704], [-1.1151, -2.5506, 1.9922], [-3.8642, -2.0119, 0.7607], [2.3655, -1.9756, -0.5426], [-1.0671, 1.3877, 0.3755], [0.3860, 1.7423, 1.3000], [-0.0105, 2.7262, -0.1125], [2.3019, 2.1488, -1.2199], [2.8186, 0.4613, -1.2041], [2.6442, 1.3478, 0.3212], [0.7609, -0.0193, -2.5928], [-0.8395, 0.1709, -1.8841], [0.0450, 1.5914, -2.4479]]}


[7]
{"formula": "C6H13NP2", "method": "ωB97M-V with the def2-TZVPD basis set", "lumo_ha": [-0.047, -0.042], "gap_ev": [6.7, 6.8], "e_above_lowest_kcal_mol": 72.18, "energy_ha": -973.705126, "multiplicity": 1, "species": ["C", "C", "C", "C", "C", "C", "N", "P", "P", "H", "H", "H", "H", "H", "H", "H", "H", "H", "H", "H", "H", "H"], "positions_angstrom": [[-2.1411, -0.4073, -0.2616], [-0.7948, -0.2037, 0.2953], [-2.7350, 0.7173, -1.0754], [-0.3194, -1.2648, 1.2503], [2.7332, 1.9256, 0.1823], [1.6836, 0.9542, 0.3642], [-2.8160, -1.5360, -0.1231], [0.0853, 1.1292, -0.3395], [2.7119, -1.3337, -0.7069], [-2.0560, 1.4658, -1.3227], [-3.7590, 1.1178, -0.5825], [-3.0063, 0.2184, -1.9707], [-0.1238, -0.8322, 2.2340], [-1.1255, -1.9737, 1.3487], [0.5876, -1.7985, 0.8396], [2.7507, 2.4785, -0.6909], [3.6633, 1.3318, 0.2929], [2.7760, 2.6541, 1.0373], [1.6954, 0.4057, 1.2421], [-3.6991, -1.3382, -0.5430], [1.9915, -1.9795, 0.2593], [1.8974, -1.7310, -1.7298]]}


[8]
{"formula": "C6H13NS", "method": "ωB97M-V with the def2-TZVPD basis set", "lumo_ha": [0.016, 0.018], "gap_ev": [7.8, 8.0], "e_above_lowest_kcal_mol": 121.15, "energy_ha": -689.160911, "smiles": "CC(C)=S(=N)=C(C)C", "multiplicity": 1, "species": ["C", "C", "C", "C", "C", "C", "N", "S", "H", "H", "H", "H", "H", "H", "H", "H", "H", "H", "H", "H", "H"], "positions_angstrom": [[-0.2150, 0.7179, -1.0220], [0.2043, 0.2528, 1.2450], [-1.2517, -0.2942, -1.3896], [1.1209, 0.7642, -1.7283], [-0.8296, -0.7541, 1.7631], [1.6017, -0.0771, 1.0623], [-1.9261, 1.7217, 0.9047], [-0.4278, 1.7041, 0.4878], [-0.9189, -1.3618, -1.0662], [-1.5035, -0.1323, -2.5086], [-2.1513, -0.2170, -0.7546], [0.7994, 0.8277, -2.8295], [1.7203, -0.2021, -1.6225], [1.7457, 1.5667, -1.4106], [-1.2630, -1.3884, 0.9083], [-1.8612, -0.3675, 2.0054], [-0.3128, -1.4299, 2.5038], [1.8709, -0.2016, 2.1223], [2.0967, 0.7252, 0.6911], [1.7502, -0.9401, 0.4231], [-2.2389, 2.6371, 1.0911]]}


[9]
{"formula": "C6H13NS", "method": "ωB97M-V with the def2-TZVPD basis set", "lumo_ha": [-0.005, 0.022], "gap_ev": [7.7, 8.7], "e_above_lowest_kcal_mol": 104.47, "energy_ha": -689.187493, "multiplicity": 1, "species": ["C", "C", "C", "C", "C", "C", "N", "S", "H", "H", "H", "H", "H", "H", "H", "H", "H", "H", "H", "H", "H"], "positions_angstrom": [[2.6793, 1.4124, -0.0412], [-0.1873, 1.3221, -0.2453], [-2.1874, -0.0758, -0.2955], [-0.4123, -0.4956, 1.4298], [0.0228, -1.0391, -0.9763], [-0.6662, -0.0624, -0.0166], [3.8139, 0.9000, 0.0148], [4.2212, -0.7348, -0.0090], [2.5649, 2.4791, -0.0247], [-0.2454, 2.0452, 0.5501], [-0.0751, 1.6782, -1.2498], [-2.3810, 0.1819, -1.3338], [-2.6958, 0.6504, 0.3350], [-2.5968, -1.0652, -0.0987], [0.6564, -0.4877, 1.6326], [-0.8979, 0.1853, 2.1239], [-0.7915, -1.5001, 1.6060], [-0.4012, -2.0366, -0.8800], [1.0851, -1.0869, -0.7498], [-0.0915, -0.7191, -2.0097], [5.5257, -0.4552, 0.1104]]}


[10]
{"formula": "C6H13O2", "method": "ωB97M-V with the def2-TZVPD basis set", "lumo_ha": 0.120, "gap_ev": 7.1, "e_above_lowest_kcal_mol": 8.03, "energy_ha": -386.946725, "charge": -1, "multiplicity": 1, "species": ["C", "C", "O", "O", "H", "H", "H", "C", "C", "C", "C", "H", "H", "H", "H", "H", "H", "H", "H", "H", "H"], "positions_angstrom": [[1.8128, -1.7899, 1.8054], [3.2251, -1.5392, 1.2251], [3.6701, -2.4214, 0.4544], [3.7800, -0.4880, 1.6250], [1.2459, -2.5411, 1.2562], [1.2281, -0.8911, 1.9818], [1.9509, -2.1989, 2.8106], [-1.4726, 0.5472, -0.8500], [-1.1175, 0.5900, 0.6330], [-2.1726, 1.8228, -1.2828], [-0.2439, 0.2358, -1.6896], [-2.1880, -0.2745, -1.0209], [-0.4526, 1.4651, 0.7337], [-1.6234, 2.7309, -0.9927], [-2.2551, 1.8859, -2.3731], [-3.1697, 1.9277, -0.8537], [0.2797, -0.6460, -1.3040], [-0.5058, 0.0090, -2.7270], [-0.5109, -0.2492, 0.9555], [-1.9659, 0.7795, 1.2828], [0.4855, 1.0455, -1.6697]]}


[11]
{"formula": "C6H13O2", "method": "ωB97M-V with the def2-TZVPD basis set", "lumo_ha": 0.135, "gap_ev": 7.5, "e_above_lowest_kcal_mol": 18.18, "energy_ha": -386.930546, "charge": -1, "multiplicity": 1, "species": ["C", "C", "C", "H", "H", "H", "H", "H", "H", "H", "H", "C", "C", "C", "O", "O", "H", "H", "H", "H", "H"], "positions_angstrom": [[-0.6605, -1.8825, 1.3251], [-1.3624, -1.3458, 0.0788], [-0.6437, -0.7848, 2.4038], [-1.1473, -2.7623, 1.7445], [0.3549, -2.1111, 0.9998], [-2.3980, -1.0766, 0.3049], [-1.2967, 0.0487, 2.1510], [-1.0134, -1.1698, 3.3612], [-1.3699, -1.9533, -0.8328], [-0.8807, -0.4246, -0.2566], [0.3734, -0.4391, 2.5945], [0.9562, 1.4725, -2.1286], [1.6651, 0.5099, -1.1578], [0.1880, 2.4604, -1.1740], [-0.9664, 2.1272, -0.8171], [0.9001, 3.3866, -0.7281], [1.6201, 2.1910, -2.6007], [0.2431, 0.9089, -2.7202], [1.8068, -0.5411, -1.4388], [1.0164, 0.4507, -0.2800], [2.6149, 0.9353, -0.8289]]}


Per-record molar mass, g/mol: 163.24; 159.26; 147.17; 163.17; 195.24; 147.24; 161.13; 131.24; 131.24; 117.17; 117.17